The following is a DFT calculation (ωB97M-V/def2-TZVPD) of a structure of composition C13H20N3O7SSe3W.

Geometry (Å):
W: -0.294 -0.343 -0.635
C: 2.401 1.140 3.230
C: 1.559 0.004 2.647
C: 1.717 -1.272 3.463
O: 0.185 0.391 2.553
C: 2.067 -0.250 1.231
O: 3.114 -0.728 0.969
O: 1.234 0.223 0.217
H: 2.060 1.357 4.244
H: 2.320 2.048 2.633
H: 3.448 0.845 3.276
H: 1.412 -1.078 4.493
H: 2.756 -1.595 3.464
H: 1.100 -2.068 3.050
H: -0.103 0.618 3.443
C: 0.594 -1.545 -3.908
Se: 0.318 0.157 -2.995
C: 2.922 2.949 -3.311
C: 1.979 3.755 -2.841
Se: -0.870 2.025 -0.615
C: 0.590 2.916 0.296
H: 1.602 -1.901 -3.729
H: 0.445 -1.317 -4.962
H: -0.137 -2.276 -3.578
H: 2.730 2.277 -4.139
H: 3.922 2.938 -2.896
H: 0.984 3.774 -3.271
H: 2.176 4.444 -2.029
H: 0.407 3.981 0.176
H: 1.528 2.634 -0.170
H: 0.559 2.631 1.342
O: 1.240 -2.057 -1.239
S: 0.182 -2.808 -0.520
O: 0.249 -4.202 -0.361
O: 0.048 -1.947 0.748
O: -1.068 -2.244 -1.242
Se: -3.593 -0.213 -3.022
N: -4.866 -0.886 -2.001
C: -4.398 -0.998 -0.769
C: -4.982 -1.582 0.406
C: -4.187 -1.695 1.504
C: -2.811 -1.269 1.501
N: -2.283 -0.675 0.470
C: -3.076 -0.538 -0.616
N: -2.449 -0.078 -1.668
H: -6.001 -1.942 0.403
H: -4.570 -2.150 2.406
H: -2.163 -1.451 2.350

Forces on atoms 1 to 3 (eV/Å):
W 0.288 -0.345 -0.787
C 0.023 -0.009 0.007
C -0.021 0.024 -0.040

## Properties
- total charge = +1
- calculated total energy (eV) = -241300.7735
- energy relative to the best compared isomer or geometry (same formula, charge and spin) (kcal/mol) = 7.0
- HOMO energy (alpha / beta) (eV) = -11.9 / -11.9

---

The following is a DFT calculation (ωB97M-V/def2-TZVPD) of a structure of composition C13H20NP2PtS2.

Geometry (Å):
Pt: -0.078 -0.368 -0.795
S: -1.975 0.794 -1.611
C: -2.701 -0.307 -0.477
N: -1.842 -1.061 0.195
C: -2.492 -1.992 0.997
C: -1.921 -2.976 1.797
C: -2.748 -3.801 2.534
C: -4.137 -3.662 2.489
C: -4.720 -2.696 1.692
C: -3.887 -1.872 0.947
S: -4.354 -0.605 -0.159
H: -0.852 -3.103 1.829
H: -2.310 -4.570 3.156
H: -4.762 -4.319 3.077
H: -5.795 -2.588 1.645
C: 1.683 -2.824 1.217
P: 1.725 -1.295 0.252
C: 2.445 -0.096 1.411
C: 3.038 -1.579 -0.987
C: 3.117 -0.339 -1.870
P: 1.425 0.120 -2.381
C: 1.544 1.812 -2.998
C: 1.042 -0.896 -3.832
H: 2.700 -3.071 1.527
H: 1.270 -3.646 0.634
H: 1.082 -2.674 2.111
H: 3.445 -0.409 1.713
H: 1.810 -0.034 2.295
H: 2.487 0.895 0.962
H: 2.763 -2.463 -1.567
H: 3.988 -1.789 -0.492
H: 3.753 -0.477 -2.745
H: 3.522 0.504 -1.304
H: 2.315 1.873 -3.767
H: 1.782 2.492 -2.181
H: 0.587 2.113 -3.424
H: 1.850 -0.842 -4.562
H: 0.122 -0.525 -4.284
H: 0.880 -1.931 -3.536

Forces on atoms 1 to 3 (eV/Å):
Pt 0.511 -0.682 0.134
S -0.131 -0.149 0.084
C 0.382 -0.097 0.037

## Properties
- total charge = +1
- calculated total energy (eV) = -58788.7144
- HOMO energy (eV) = -11.0

---

The following is a DFT calculation (ωB97M-V/def2-TZVPD) of a structure of composition C13H20NPdS4Se.

Geometry (Å):
Pd: 0.889 0.617 0.897
C: 0.723 -1.225 -1.493
C: 2.159 -1.494 -1.027
S: 2.464 -1.078 0.739
C: 3.997 -0.083 0.646
C: 3.919 1.220 1.457
S: 3.096 2.528 0.496
C: 2.045 3.431 1.674
C: 0.704 3.810 1.027
S: -0.521 2.452 1.067
C: -1.124 2.414 -0.671
C: -1.160 1.010 -1.287
S: 0.505 0.544 -1.864
H: 0.005 -1.507 -0.714
H: 0.530 -1.812 -2.393
H: 2.862 -0.907 -1.621
H: 2.397 -2.549 -1.173
H: 4.194 0.147 -0.402
H: 4.827 -0.688 1.015
H: 4.931 1.543 1.714
H: 3.355 1.056 2.375
H: 2.558 4.341 1.993
H: 1.873 2.797 2.544
H: 0.864 4.099 -0.013
H: 0.283 4.671 1.550
H: -0.462 3.060 -1.252
H: -2.124 2.849 -0.696
H: -1.849 1.017 -2.135
H: -1.497 0.271 -0.554
Se: -1.550 -1.497 1.443
C: -2.871 -2.418 0.456
C: -4.243 -2.153 0.593
C: -5.168 -2.832 -0.178
N: -4.865 -3.760 -1.090
C: -3.561 -4.015 -1.227
C: -2.558 -3.394 -0.504
H: -4.575 -1.411 1.308
H: -6.227 -2.616 -0.057
H: -3.302 -4.768 -1.966
H: -1.524 -3.669 -0.673

Forces on atoms 1 to 3 (eV/Å):
Pd -0.101 -0.124 0.443
C 0.033 0.043 0.043
C -0.027 0.019 -0.046

## Properties
- total charge = -1
- calculated total energy (eV) = -127463.8005
- energy relative to the best compared isomer or geometry (same formula, charge and spin) (kcal/mol) = 11.0
- HOMO energy (eV) = -2.9

---

The following is a DFT calculation (ωB97M-V/def2-TZVPD) of the molecule C13H20O2.

Geometry (Å):
C: -1.219 2.605 -1.618
C: -1.028 1.527 -2.673
C: 0.429 1.081 -2.917
C: 1.373 0.814 -1.698
C: 0.922 -0.476 -1.044
C: -0.700 -1.135 0.460
C: -1.905 -1.885 0.184
C: -2.329 -2.930 0.929
C: -1.519 -3.314 2.030
C: -0.424 -2.559 2.404
C: 0.040 -1.525 1.596
C: 1.019 0.466 2.489
C: 2.356 1.234 2.404
H: -2.362 2.708 -1.371
H: -0.674 3.502 -2.007
H: -0.731 2.241 -0.710
H: -1.690 0.668 -2.397
H: -1.342 1.898 -3.653
H: 0.938 1.869 -3.578
H: 0.433 0.223 -3.612
H: 2.415 0.813 -2.028
H: 1.257 1.679 -0.947
H: 0.641 -1.245 -1.852
H: 1.607 -0.931 -0.264
H: -2.346 -1.486 -0.744
H: -3.124 -3.634 0.560
H: -1.743 -4.194 2.697
H: 0.067 -2.762 3.347
H: 0.598 0.500 3.546
H: 0.194 0.955 1.901
H: 3.058 0.814 3.081
H: 2.259 2.298 2.603
H: 2.600 1.145 1.305
O: -0.288 -0.119 -0.378
O: 1.217 -0.845 1.956

Forces on atoms 1 to 3 (eV/Å):
C -0.817 -0.061 -0.050
C -0.355 -0.879 -0.084
C 1.335 1.199 -0.974

## Properties
- calculated total energy (eV) = -17898.6499
- energy relative to the best compared isomer or geometry (same formula, charge and spin) (kcal/mol) = 30.9
- HOMO energy (eV) = -8.8

---

The following is a DFT calculation (ωB97M-V/def2-TZVPD) of a structure of composition C13H21AgF2N2O3PS2.

Geometry (Å):
Ag: 2.426 -1.030 0.407
C: 0.301 1.397 4.105
C: 0.489 -0.105 4.163
O: 0.722 -0.673 5.233
N: 0.350 -0.755 3.000
C: 0.577 -2.192 2.888
C: 0.034 -2.723 1.597
C: -0.945 -3.678 1.586
C: -1.450 -4.197 0.368
C: -0.896 -3.624 -0.807
C: 0.070 -2.664 -0.732
N: 0.591 -2.176 0.451
H: 0.916 1.845 4.883
H: -0.744 1.636 4.312
H: 0.559 1.807 3.130
H: 0.246 -0.236 2.134
H: 0.117 -2.685 3.743
H: 1.659 -2.380 2.935
H: -1.329 -4.026 2.540
H: -2.255 -4.919 0.342
H: -1.237 -3.925 -1.793
H: 0.478 -2.217 -1.629
C: -0.631 5.082 -2.644
C: -0.671 3.894 -1.706
O: 0.091 2.853 -2.295
P: 0.131 1.375 -1.561
S: 1.282 0.288 -2.708
S: 0.443 1.627 0.348
O: -1.438 0.944 -1.702
C: -1.981 0.674 -2.992
C: -2.250 -0.806 -3.156
H: -1.191 5.921 -2.221
H: -1.065 4.826 -3.612
H: 0.400 5.399 -2.806
H: -1.701 3.555 -1.546
H: -0.253 4.141 -0.727
H: -1.298 1.027 -3.769
H: -2.911 1.251 -3.061
H: -1.310 -1.353 -3.119
H: -2.739 -0.997 -4.117
H: -2.886 -1.175 -2.350
F: 5.424 -1.267 0.274
C: 4.407 -0.371 0.721
F: 4.783 0.848 0.118
H: 4.686 -0.217 1.773

Forces on atoms 1 to 3 (eV/Å):
Ag -0.005 -0.148 0.006
C -0.010 -0.006 -0.010
C -0.006 -0.037 0.049

## Properties
- spin multiplicity = 2
- total charge = -2
- calculated total energy (eV) = -63340.8964
- energy relative to the best compared isomer or geometry (same formula, charge and spin) (kcal/mol) = 6.0
- HOMO energy (alpha / beta) (eV) = 1.3 / -1.7

---

The following is a DFT calculation (ωB97M-V/def2-TZVPD) of a cluster of 3 separate species, C13H21Br2NO7PS2 in total.

Geometry (Å):
O: 5.018 -0.167 0.686
C: 5.672 0.724 0.206
O: 5.893 0.930 -1.137
C: 5.047 0.093 -1.948
C: 3.568 0.641 -1.914
C: 2.547 -0.255 -1.151
C: 2.688 -1.721 -1.150
C: 1.724 -2.598 -0.458
C: 1.979 -4.127 -0.491
O: 1.854 -4.787 0.498
O: 2.394 -4.783 -1.657
C: 0.605 -1.938 0.239
Br: -0.688 -3.027 1.203
C: 0.503 -0.499 0.179
N: 1.447 0.294 -0.479
P: 1.106 2.065 -0.376
O: 1.406 2.815 -1.838
Br: 2.582 2.786 1.205
H: 6.184 1.450 0.900
H: 5.166 -0.970 -1.627
H: 5.391 0.133 -3.019
H: 3.160 0.805 -2.951
H: 3.597 1.644 -1.409
H: 3.534 -2.239 -1.665
H: 3.366 -4.855 -1.597
H: -0.358 -0.006 0.709
H: 0.961 2.368 -2.584
C: -1.648 3.643 2.669
S: -3.163 3.082 1.868
O: -2.767 2.135 0.784
C: -3.558 4.659 1.092
H: -1.201 2.798 3.192
H: -0.948 4.017 1.919
H: -1.883 4.428 3.389
H: -2.737 4.971 0.444
H: -3.734 5.410 1.863
H: -4.462 4.533 0.497
C: -5.068 -2.136 -0.928
S: -4.809 -1.477 0.729
O: -3.337 -1.343 0.930
C: -5.339 -2.961 1.605
H: -4.761 -1.379 -1.650
H: -4.469 -3.037 -1.069
H: -6.126 -2.362 -1.069
H: -4.722 -3.810 1.305
H: -6.388 -3.160 1.381
H: -5.224 -2.788 2.674

Forces on atoms 1 to 3 (eV/Å):
O -0.024 0.415 -0.881
C 0.533 0.043 0.755
O -0.712 -0.365 1.052

## Properties
- total charge = +1
- calculated total energy (eV) = -200679.4469
- HOMO energy (eV) = -10.8

---

The following is a DFT calculation (ωB97M-V/def2-TZVPD) of a structure of composition C13H21Br2RuS9.

Geometry (Å):
Ru: -0.077 0.302 0.058
C: -2.788 -1.635 0.364
C: -1.947 -1.989 1.588
S: -0.222 -1.742 1.088
C: 0.771 -1.654 2.598
C: 2.113 -1.090 2.151
S: 2.039 0.454 1.169
C: 1.754 1.703 2.476
C: 0.337 1.764 3.033
S: -0.777 1.879 1.609
C: -2.414 1.384 2.184
C: -3.233 1.106 0.924
S: -2.441 0.021 -0.330
H: -3.854 -1.690 0.583
H: -2.585 -2.328 -0.454
H: -2.075 -3.041 1.844
H: -2.197 -1.387 2.457
H: 0.902 -2.657 3.006
H: 0.271 -1.035 3.335
H: 2.617 -1.801 1.495
H: 2.771 -0.906 3.000
H: 2.025 2.653 2.012
H: 2.480 1.512 3.265
H: 0.213 2.660 3.640
H: 0.089 0.899 3.641
H: -2.863 2.203 2.745
H: -2.333 0.516 2.833
H: -3.430 2.039 0.394
H: -4.197 0.662 1.166
Br: -0.233 2.402 -1.641
C: -1.511 2.065 -3.078
Br: -1.397 0.322 -3.813
H: -1.253 2.804 -3.827
H: -2.496 2.220 -2.660
C: 1.071 -2.907 -4.431
S: 2.822 -2.830 -3.957
C: 3.074 -1.229 -3.345
C: 2.316 -0.481 -2.428
S: 0.938 -1.130 -1.665
S: 2.953 1.099 -2.084
C: 4.454 0.959 -2.967
S: 5.604 2.093 -2.971
S: 4.544 -0.519 -3.892
H: 0.445 -3.228 -3.611
H: 1.045 -3.645 -5.232
H: 0.747 -1.949 -4.823

Forces on atoms 1 to 3 (eV/Å):
Ru -0.039 -0.108 -0.259
C 0.119 0.053 0.087
C 0.035 0.049 -0.142

## Properties
- spin multiplicity = 2
- total charge = +2
- calculated total energy (eV) = -253992.9633
- energy relative to the best compared isomer or geometry (same formula, charge and spin) (kcal/mol) = 0.0
- HOMO energy (alpha / beta) (eV) = -13.1 / -13.8

---

The following is a DFT calculation (ωB97M-V/def2-TZVPD) of the ion C13H21N2O3 with charge +1.

Geometry (Å):
C: -5.145 -0.577 -1.790
H: -5.311 0.439 -2.139
H: -4.618 -1.130 -2.560
H: -6.113 -1.048 -1.645
C: -4.373 -0.580 -0.474
H: -4.171 -1.612 -0.179
C: -3.053 0.190 -0.561
C: -2.043 -0.485 -1.473
H: -1.107 0.068 -1.507
H: -1.843 -1.498 -1.135
H: -2.432 -0.533 -2.486
H: -3.257 1.203 -0.921
N: -2.475 0.306 0.826
H: -1.581 -0.262 0.879
C: -2.157 1.674 1.297
H: -2.946 2.370 1.012
H: -2.075 1.650 2.386
C: -0.803 2.109 0.729
O: 0.051 1.031 1.049
C: 1.206 0.800 0.372
C: 1.981 1.785 -0.226
C: 3.191 1.460 -0.810
C: 3.680 0.152 -0.810
C: 2.900 -0.834 -0.231
C: 1.664 -0.529 0.337
N: 0.877 -1.609 0.843
O: -0.335 -1.438 0.988
O: 1.417 -2.661 1.062
H: 3.224 -1.864 -0.221
C: 5.005 -0.162 -1.420
H: 5.189 -1.232 -1.427
H: 5.054 0.212 -2.441
H: 5.799 0.322 -0.854
H: 3.779 2.242 -1.265
H: 1.646 2.810 -0.216
H: -0.479 3.040 1.208
H: -0.847 2.264 -0.356
H: -3.126 -0.137 1.480
H: -5.003 -0.118 0.291

Forces on atoms 1 to 3 (eV/Å):
C 0.118 -0.037 0.186
H -0.043 0.109 -0.079
H 0.020 -0.046 -0.120

## Properties
- total charge = +1
- calculated total energy (eV) = -22935.7447
- energy relative to the best compared isomer or geometry (same formula, charge and spin) (kcal/mol) = 27.8
- HOMO energy (eV) = -12.2